No. 1
The following is a quantum chemistry calculation of a molecular structure, C12H23F3NO5P2SSr, from the Open Molecules 2025 dataset.

Geometry as ORCA input:
```
! RIJCOSX wB97M-V def2-TZVPD def2/J DEFGRID3
* xyz 1 1
C 1.272 0.016 2.128
F -4.657 -1.522 -3.047
H 3.556 -1.973 0.460
H 0.428 -1.796 -3.020
H 1.016 2.274 -1.243
C -4.055 -1.115 -1.913
H 2.086 0.194 4.092
H -1.916 4.597 -1.476
P -1.369 2.341 -0.765
C -2.258 2.919 0.714
H 2.287 2.708 3.936
H 0.223 -1.762 2.759
C 0.414 2.640 -0.351
H -2.415 4.003 0.655
H 1.531 3.832 1.805
H 1.991 -1.873 2.884
H 0.089 -4.588 0.419
S -2.613 -2.222 -1.467
H 1.203 -4.634 1.832
H -0.823 3.770 -2.658
C 1.470 2.750 1.941
O -2.173 -1.660 -0.166
P 1.188 -2.459 0.675
C 1.884 2.122 3.107
H 3.293 -3.435 1.469
O -3.095 -3.567 -1.507
C 0.922 1.980 0.917
O -1.569 -1.867 -2.490
H 2.637 1.262 -2.257
H -3.233 2.402 0.711
H -0.398 -3.800 1.939
H 1.888 -0.082 -2.687
H 1.953 -2.298 -2.963
C 1.771 0.740 3.207
O 1.756 0.881 -2.387
H 3.129 -3.521 -0.310
F -3.625 0.173 -2.122
C 0.462 -4.026 1.290
H -1.717 2.648 1.630
F -4.968 -1.078 -0.916
N 0.845 0.639 1.017
C 1.170 -1.491 2.252
C -1.685 3.651 -1.985
C 2.963 -2.890 0.575
O 1.366 -1.567 -2.733
Sr -0.198 -0.370 -1.114
H -2.557 3.326 -2.576
H 0.531 3.729 -0.260
*
```

As for the total energy: -2313.16658 a.u. The relative energy (zero: lowest compared OMol25 entry of this formula, charge and spin) comes out at 0.0 kcal per mole.


No. 2
The following is a quantum chemistry calculation of 8 unconnected molecules or ions with the total composition C5H27N2O8, from the Open Molecules 2025 dataset.

Geometry as ORCA input:
```
! RIJCOSX wB97M-V def2-TZVPD def2/J DEFGRID3
* xyz 1 1
H 2.708 -0.669 2.124
H 0.118 5.158 1.538
H -0.722 1.308 -2.705
N -2.338 -0.307 -3.656
H -1.424 -2.827 3.036
H 0.271 -4.173 0.378
H 1.808 -0.970 3.302
C -0.789 0.517 -1.983
H -0.334 -3.139 -0.558
O -0.323 4.310 1.430
H -2.210 0.548 -4.169
O 1.457 3.244 -0.436
C -1.989 0.467 1.647
O 0.204 -3.218 0.248
H -1.188 4.549 1.125
H 2.232 3.735 -0.717
O 4.070 -1.570 0.466
O 1.716 -1.054 -1.085
H -0.553 -0.529 0.314
H 0.759 1.667 0.275
H -0.365 -2.540 1.942
H -2.720 -0.327 1.435
H -2.581 0.748 -0.706
O 1.853 -0.444 2.517
H 4.981 -1.418 0.719
H 0.075 1.838 1.820
O -0.729 -2.234 2.771
H 3.964 -2.518 0.666
H 0.831 0.465 1.483
O -1.668 -1.722 -2.087
H -1.508 2.124 -0.721
H 2.606 -1.306 -0.779
H -2.920 -0.988 -4.081
H 0.861 3.789 0.084
H 0.204 0.178 -1.681
C -0.932 0.450 0.559
C -1.585 -0.607 -2.578
H -2.464 1.451 1.622
N 0.261 1.226 1.044
H 1.164 -1.838 -1.046
C -1.522 1.031 -0.719
H -1.701 0.127 2.644
*
```

As for the total energy: -917.98635 a.u. The relative energy (zero: lowest compared OMol25 entry of this formula, charge and spin) comes out at 0.0 kcal per mole.


No. 3
The following is a quantum chemistry calculation of 3 unconnected molecules or ions with the total composition C28H57F2NO3Si, from the Open Molecules 2025 dataset.

Geometry as ORCA input:
```
! RIJCOSX wB97M-V def2-TZVPD def2/J DEFGRID3
* xyz 0 1
O -9.661 1.424 -4.941
H 6.957 -5.323 3.804
C 9.144 -7.412 2.506
C -2.421 3.326 -0.947
H 6.113 1.450 3.619
C -3.806 -2.181 -2.510
C -6.237 -0.293 -0.401
H 10.068 -7.365 1.921
C 1.068 2.946 -0.731
C 3.547 3.236 2.598
H 8.354 -3.433 1.832
H -6.897 -1.781 -2.077
C -6.174 3.408 -1.095
H -8.505 -0.689 -0.583
C 8.242 -4.417 2.305
C 0.016 2.504 -1.939
H 7.276 -3.616 4.045
H -6.288 4.446 -0.518
H -4.023 4.881 -0.395
H -5.949 2.609 -0.271
H 4.905 0.692 0.661
C -7.631 3.187 -1.862
C -7.782 0.254 -0.472
H 7.041 -7.014 2.273
H -0.416 1.322 -3.850
H 5.458 -4.754 1.855
O -4.824 -1.129 -2.357
H -1.895 3.763 0.026
Si -8.140 1.342 -2.065
H -8.145 0.832 0.489
N -9.870 1.063 -2.470
H 5.964 -0.170 4.271
H -2.754 -1.621 -2.565
H 1.565 1.976 -0.289
H -4.173 1.425 -2.137
C 8.133 -5.474 1.199
C 4.266 1.071 1.466
C -4.909 3.608 -2.128
H -3.135 5.154 -2.122
H -5.695 -2.474 -0.798
C -1.235 3.341 -2.122
H 7.843 -7.566 0.815
H 3.781 0.540 3.504
C 4.520 0.261 2.743
H 8.984 -8.453 2.803
H -2.776 2.243 -0.676
H 4.944 -3.961 3.348
H 3.727 4.315 2.631
H 1.454 1.228 -3.321
H -1.381 4.008 -3.074
H -3.723 -2.926 -1.610
F -11.910 0.392 -1.000
H 9.282 -6.825 3.418
F -11.440 2.684 -3.904
C 7.061 -4.369 3.277
H -3.535 2.399 -3.644
H 2.502 3.075 2.314
H 4.325 3.040 0.616
C 5.922 0.409 3.341
H 7.056 0.490 1.484
C 0.341 1.214 -2.939
H 3.234 0.889 1.141
H 7.295 -5.224 0.537
H -7.351 0.815 -3.207
H 3.695 2.845 3.609
H -5.278 4.394 -2.946
H -8.420 3.820 -1.235
C -4.449 2.249 -2.922
C -10.805 1.371 -1.323
H 1.914 3.675 -1.106
H 5.525 2.795 1.871
H -6.073 -0.696 0.709
H -5.415 0.519 -0.589
H 9.035 -5.416 0.577
C -10.288 1.718 -3.768
C 7.021 -0.085 2.413
C -3.621 4.361 -1.374
H 4.338 -0.799 2.521
H 7.997 0.014 2.900
O -10.758 2.457 -0.536
H -7.538 3.724 -2.914
C 4.486 2.580 1.598
H 6.874 -1.140 2.163
C 7.962 -6.914 1.689
H 5.813 -3.033 2.114
C -5.917 -1.533 -1.460
C 5.746 -4.010 2.604
H 0.120 0.248 -2.291
H 9.162 -4.581 2.876
H -3.953 -2.732 -3.545
H -5.341 1.864 -3.586
H 0.467 3.510 0.128
*
```

As for the total energy: -1870.33592 a.u. As for the SMILES: COCCC[Si@H](CC[C@H](C)CCC=C(C)C)N(C(=O)F)C(=O)F.CCCCCC.CCCCCC.